Record 1
46
Properties=species:S:1:pos:R:3 method="wB97M-V/def2-TZVPD" relative_energy_kcal_mol=24.9 orbital_gap_ev=8.1
C -6.3715 -1.8743 -0.9691
C -5.6451 -0.5890 -0.5913
H -5.7281 -0.4393 0.4880
H -6.1300 0.2584 -1.0795
C -4.1539 -0.6125 -0.9603
C -3.4426 0.5496 -0.3067
C -3.7656 1.8589 -0.6271
C -3.1185 2.9290 -0.0343
C -2.1260 2.6952 0.8974
C -1.7844 1.3981 1.2386
C -2.4384 0.3277 0.6447
O -2.1421 -0.9942 0.9219
C -1.2630 -1.2739 1.9793
C 0.1961 -0.9208 1.6944
O 1.0241 -0.7426 2.5532
N 0.4686 -0.8586 0.3633
N 1.7284 -0.5167 -0.0754
C 2.7452 -1.4613 -0.2723
O 2.5848 -2.6502 -0.2639
C 3.9612 -0.6514 -0.5076
C 5.2528 -1.0460 -0.7889
C 6.2120 -0.0514 -0.9536
C 5.8805 1.2901 -0.8420
C 4.5771 1.6886 -0.5611
C 3.6265 0.7027 -0.3947
C 2.1837 0.8098 -0.0844
O 1.4909 1.7706 0.1052
H 4.3119 2.7303 -0.4708
H 6.6471 2.0389 -0.9726
H 7.2325 -0.3297 -1.1695
H 5.5036 -2.0918 -0.8722
H -0.2621 -1.0016 -0.3227
H -1.3187 -2.3579 2.1269
H -1.5675 -0.7830 2.9117
H -0.9960 1.2403 1.9573
H -1.6031 3.5169 1.3611
H -3.3869 3.9395 -0.3031
H -4.5392 2.0463 -1.3561
C -3.9349 -0.5875 -2.4748
H -4.3190 -1.4951 -2.9327
H -4.4361 0.2653 -2.9260
H -2.8727 -0.5161 -2.7002
H -3.7231 -1.5361 -0.5646
H -7.4012 -1.8395 -0.6201
H -6.3853 -2.0154 -2.0467
H -5.8852 -2.7348 -0.5144

***

Record 2
49
Properties=species:S:1:pos:R:3 method="wB97M-V/def2-TZVPD" relative_energy_kcal_mol=80.6 orbital_gap_ev=8.6
O 3.4424 0.5338 3.7249
O 1.8714 -0.1825 -5.0879
N -4.0124 1.3012 -4.1329
N -1.7748 1.4764 -3.5603
O -0.0161 -1.4818 -4.8469
O 1.3247 1.3619 3.3112
S -4.3489 -2.8602 -2.3789
C 2.4096 0.9963 4.1628
C 0.8472 -0.5140 -4.4349
C -3.6981 -3.8206 -1.0167
C -2.7868 -3.0996 -0.2551
C -2.4500 -1.8500 -0.9670
C -3.2257 -1.5580 -2.0529
C -2.8726 2.0138 -4.1193
C -4.1404 0.1360 -3.4330
C -1.8636 0.3979 -2.9047
C 1.5378 -0.4295 1.5873
C 1.3832 1.8931 0.9347
C 1.7616 -0.8108 0.2635
C 1.3254 1.4733 -0.3827
C 1.4466 0.9024 2.0213
C -3.0101 -0.3335 -2.7882
C 1.5858 0.1501 -0.6976
N 2.1980 1.0247 5.5675
N -0.6963 -0.1680 -2.4686
C 1.0353 1.8325 5.9660
C 3.1861 0.6881 6.6225
C 1.7465 -0.2081 -2.1994
C 0.5712 0.1466 -3.0805
H 0.2732 -1.6715 -5.6911
H -4.0164 -4.8234 -0.6677
H -2.0863 -3.4419 0.5438
H -1.6635 -1.2204 -0.4202
H -2.7865 2.9493 -4.6000
H -5.1328 -0.2239 -3.2781
H 1.5117 -1.2758 2.3276
H 1.1912 2.9786 1.1401
H 2.0209 -1.7852 -0.1231
H 1.0467 2.2999 -1.0567
H -1.0084 -1.0978 -2.3604
H 0.9304 1.7468 7.0829
H -0.0207 1.5541 5.5309
H 1.1055 2.8084 5.6162
H 2.8655 -0.1824 7.0837
H 4.2117 0.3849 6.2367
H 3.3814 1.5064 7.3369
H 2.2063 -1.1683 -2.4731
H 2.5975 0.4112 -2.5088
H 0.5956 1.2393 -3.0735

***

Record 3
50
Properties=species:S:1:pos:R:3 method="wB97M-V/def2-TZVPD" relative_energy_kcal_mol=55.1 orbital_gap_ev=9.4
C -2.2801 -0.6565 7.4479
C -2.5407 -0.5099 5.9826
C -1.5474 -0.7974 5.0533
C -1.7697 -0.6529 3.6971
C -3.0125 -0.2126 3.2436
C -4.0079 0.1011 4.1700
C -3.7712 -0.0523 5.5199
H -4.5508 0.1861 6.2283
H -4.9600 0.4571 3.8102
C -3.3031 -0.0344 1.8317
N -4.0678 0.9004 1.3777
O -4.1152 0.7652 0.0042
C -3.3591 -0.2732 -0.3612
O -3.1536 -0.6632 -1.4835
N -2.8329 -0.8149 0.7985
C -2.0633 -2.0328 0.8067
H -2.0967 -2.4705 1.8054
H -2.5109 -2.7210 0.0820
C -0.5955 -1.7630 0.4125
O 0.3001 -1.8300 1.2236
N -0.4809 -1.4437 -0.8957
C 0.6719 -1.1191 -1.6144
C 1.9533 -1.2127 -1.0733
C 3.0471 -0.8851 -1.8546
C 2.8630 -0.4753 -3.1600
C 1.5979 -0.3800 -3.7086
C 0.4994 -0.7027 -2.9366
H -0.4980 -0.6357 -3.3461
H 1.4986 -0.0680 -4.7356
S 4.2832 0.0072 -4.1370
O 5.4533 -0.6596 -3.6488
O 3.9454 -0.0955 -5.5234
N 4.4998 1.6213 -3.7627
C 3.3918 2.5123 -3.8685
C 2.8163 2.7273 -5.2342
C 3.6059 3.8182 -4.5814
H 4.5971 4.0132 -4.9571
H 3.0872 4.6895 -4.2118
H 3.2747 2.1801 -6.0412
H 1.7463 2.8423 -5.3187
H 2.7009 2.5000 -3.0250
H 5.0682 1.7320 -2.9380
H 4.0515 -0.9619 -1.4691
H 2.0836 -1.5393 -0.0552
H -1.3494 -1.3498 -1.4248
H -0.9630 -0.8544 3.0094
H -0.5807 -1.1373 5.3943
H -1.5734 -1.4605 7.6387
H -3.2015 -0.8548 7.9898
H -1.8514 0.2666 7.8390

***

Record 4
48
Properties=species:S:1:pos:R:3 method="wB97M-V/def2-TZVPD" s2=6.019 multiplicity=5 charge=+1 relative_energy_kcal_mol=0.0 orbital_gap_ev="8.8 / 5.6"
Rh 0.1291 -0.7500 1.6439
C 5.4363 -1.5504 -2.5317
O 4.2292 -1.9834 -3.2182
C 3.0521 -1.7296 -2.6475
C 1.9602 -1.8854 -3.4837
C 0.7354 -1.7759 -2.9218
C 0.5334 -1.3476 -1.5242
C -0.8911 -1.1643 -1.1691
C -2.0012 -1.2949 -2.2150
O -1.2312 -0.7784 -0.0640
C 1.6633 -1.0923 -0.7353
O 1.7366 -0.5808 0.4294
C 2.9026 -1.3304 -1.3237
H 6.2313 -1.9397 -3.1208
H 5.5416 -1.9417 -1.4968
H 5.3817 -0.4327 -2.4068
H 2.1851 -2.3030 -4.4481
H -0.1477 -2.0278 -3.5132
H -2.0896 -2.3196 -2.5585
H -1.8767 -0.6048 -3.0135
H -3.0172 -1.0785 -1.7377
H 3.8301 -1.1125 -0.7246
Te -0.4455 -2.1700 3.8061
C -2.4366 -1.7812 4.0533
C -3.1421 -2.4196 5.0063
C -4.5135 -1.9917 5.0695
C -4.7710 -1.0364 4.1073
S -3.3915 -0.6781 3.1648
H -2.6780 -3.0545 5.7135
H -5.2558 -2.2978 5.8633
H -5.6107 -0.4117 3.9575
C 0.0643 3.5291 2.7982
S -1.0488 2.4811 1.8978
O -0.6136 1.1379 2.4042
C -0.4788 2.6048 0.2055
C -1.4605 3.0528 -0.7103
C -1.0851 3.0575 -2.0302
C 0.1483 2.4984 -2.4062
C 1.1040 2.1215 -1.4498
C 0.7847 2.2327 -0.0808
H 1.0838 3.1725 2.6539
H -0.2755 3.3753 3.8068
H -0.0676 4.5878 2.5555
H -2.3743 3.4892 -0.2785
H -1.7226 3.3981 -2.8510
H 0.3232 2.5094 -3.4539
H 2.0703 1.7735 -1.7316
H 1.4993 1.8431 0.7100

***

Record 5
45
Properties=species:S:1:pos:R:3 method="wB97M-V/def2-TZVPD" relative_energy_kcal_mol=0.0 orbital_gap_ev=8.7
C 3.0570 0.8450 -0.6332
C 2.4395 -0.3802 -1.3512
C 1.2155 -0.8550 -0.6157
C 0.0656 -0.0720 -0.7263
C -1.1084 -0.3835 -0.0609
C -1.1309 -1.5014 0.7560
C 0.0037 -2.2858 0.9044
C 1.1905 -1.9915 0.2055
C 2.3461 -2.9084 0.3767
O 3.2543 -3.0120 -0.4126
C 2.3750 -3.7298 1.6199
C 3.5834 -4.2685 2.0526
C 3.6009 -5.0589 3.1926
C 2.4283 -5.3381 3.8853
C 1.2208 -4.8175 3.4375
C 1.2007 -4.0014 2.3120
C -0.0839 -3.4325 1.8430
O -1.1350 -3.8584 2.2511
H 2.2808 1.4656 -0.1952
H 3.6986 0.4966 0.1726
H 3.6553 1.4449 -1.3113
H 3.1993 -1.1427 -1.4194
H 2.1899 -0.0972 -2.3700
H 0.0891 0.8035 -1.3585
H -1.9857 0.2302 -0.1733
H -2.0227 -1.7813 1.2949
H 4.4961 -4.0824 1.5128
H 4.5344 -5.4677 3.5458
H 2.4473 -5.9604 4.7651
H 0.2928 -5.0294 3.9450
C -4.9679 3.9369 -3.2812
C -3.5343 4.2946 -3.6104
O -2.9511 5.1507 -2.6159
C -2.5658 4.5480 -1.4942
O -2.6198 3.3666 -1.2646
O -2.0805 5.4768 -0.6700
C -1.6518 4.9746 0.5978
H -5.5606 4.8405 -3.1324
H -5.4077 3.3604 -4.0947
H -5.0277 3.3440 -2.3698
H -3.4934 4.8697 -4.5333
H -2.9159 3.4063 -3.7384
H -0.9287 4.1712 0.4749
H -2.5071 4.6215 1.1718
H -1.1862 5.8082 1.1153